1.
The following is a quantum chemistry calculation of a structure of composition C23H50MgN2O2P3 in a non-equilibrium geometry, from the Open Molecules 2025 dataset.

ORCA input file:
```
! RIJCOSX wB97M-V def2-TZVPD def2/J DEFGRID3
* xyz 1 1
Mg 0.49 1.25 -0.74
P -1.05 2.81 1.30
C -0.09 4.00 0.39
C 1.34 3.85 0.24
N 1.87 2.64 -0.17
C 3.17 2.50 -0.42
C 4.06 3.52 -0.10
C 3.57 4.74 0.36
C 2.20 4.93 0.47
C 3.64 1.19 -1.08
P 2.45 0.34 -2.21
H 1.73 5.87 0.78
H 5.11 3.35 -0.24
H 4.23 5.55 0.64
H 4.55 1.41 -1.66
H 3.88 0.47 -0.29
H -0.47 3.43 -1.33
H -0.52 5.01 0.23
H -0.84 1.02 -3.32
O -0.40 2.85 -2.02
H 0.25 3.28 -2.63
H -0.10 -0.08 -1.93
O -0.81 0.14 -2.95
H -1.68 -0.05 -2.47
C 2.70 1.33 -3.74
H 3.75 1.26 -4.03
H 2.07 0.91 -4.54
H 2.43 2.38 -3.57
C 3.33 -1.18 -2.73
H 2.66 -1.79 -3.34
H 4.21 -0.92 -3.34
H 3.66 -1.76 -1.86
C -0.46 3.49 2.93
H -1.08 4.37 3.20
H -0.56 2.68 3.66
H 0.60 3.79 2.81
C -2.77 3.43 1.18
H -3.42 2.61 1.53
H -2.92 4.30 1.83
H -3.03 3.67 0.15
C -0.44 -2.79 -1.96
C -1.66 -2.49 -1.05
C -2.66 -1.51 -1.73
C -2.42 -3.77 -0.75
P -0.93 -1.66 0.49
N -0.44 -0.32 -0.24
C -2.25 -1.44 1.81
C -2.59 -2.78 2.48
C -1.78 -0.43 2.87
C -3.54 -0.87 1.19
C 0.50 -2.61 1.27
C 0.24 -4.12 1.20
C 1.79 -2.29 0.51
C 0.75 -2.23 2.74
H -0.79 -2.91 -3.00
H 0.07 -3.71 -1.66
H 0.29 -1.96 -1.95
H -2.60 -1.62 -2.83
H -3.70 -1.69 -1.44
H -2.47 -0.47 -1.38
H -1.83 -4.50 -0.19
H -3.37 -3.58 -0.23
H -2.67 -4.23 -1.72
H -1.77 -3.19 3.07
H -3.43 -2.60 3.18
H -2.93 -3.53 1.76
H -1.28 0.43 2.40
H -2.66 -0.06 3.42
H -1.11 -0.87 3.61
H -3.33 0.05 0.63
H -4.04 -1.60 0.53
H -4.23 -0.63 2.01
H 0.22 -4.50 0.18
H 1.07 -4.63 1.72
H -0.68 -4.41 1.72
H 1.96 -1.20 0.46
H 2.64 -2.73 1.05
H 1.81 -2.69 -0.51
H 0.90 -1.15 2.86
H -0.03 -2.57 3.42
H 1.68 -2.72 3.07
*
```

Summary:
**Orbital gap**: 6.181 eV
**Maximum force**: 0.12839 hartree/bohr
**Energy relative to the best compared isomer or geometry (same formula, charge and spin)**: 2.505 eV
**Energy**: -2390.261220 a.u.
**Lowest unoccupied orbital energy**: -2.431 eV

Atom charges from the Mulliken analysis, given in e for atoms 1 to 5: 1.237 1.690 -1.965 0.625 0.403



2.
The following is a quantum chemistry calculation of an isolated molecule of C11H11NO2 in a non-equilibrium geometry, from the Open Molecules 2025 dataset.

ORCA input file:
```
! RIJCOSX wB97M-V def2-TZVPD def2/J DEFGRID3
* xyz 0 1
C 2.31 0.52 -0.05
O 1.50 0.50 -1.18
C 0.15 0.55 -1.16
O -0.45 0.68 -2.36
C 0.48 0.46 -3.48
C -0.62 0.47 0.02
C -1.94 1.10 0.18
C -2.63 0.91 1.35
C -2.09 0.19 2.46
C -0.91 -0.45 2.30
C -0.26 -0.47 1.09
C 0.54 -1.56 0.68
C 0.89 -2.65 1.49
N 1.15 -3.58 2.14
H 2.29 1.52 0.57
H 3.42 0.56 -0.38
H 2.21 -0.32 0.52
H 1.50 0.92 -3.28
H -0.04 0.94 -4.33
H 0.53 -0.65 -3.51
H -2.32 1.71 -0.54
H -3.56 1.29 1.44
H -2.55 0.05 3.34
H -0.54 -0.98 3.07
H 0.95 -1.72 -0.34
*
```

Summary:
**Orbital gap (alpha / beta)**: 6.520 / 6.528 eV
**SMILES**: COC(OC)=c1cccc/c1=C\C#N
**Maximum force**: 0.11335 hartree/bohr
**Energy relative to the best compared isomer or geometry (same formula, charge and spin)**: 5.680 eV
**Energy**: -630.841916 a.u.
**Lowest unoccupied orbital energy (alpha / beta)**: -0.494 / -0.490 eV

Atom charges from the Mulliken analysis, given in e for atoms 1 to 5: -0.695 -0.371 0.420 -0.363 -0.626



3.
The following is a quantum chemistry calculation of a cluster of 16 separate species, C48H64I3N15O4 in total in a non-equilibrium geometry, from the Open Molecules 2025 dataset.

ORCA input file:
```
! RIJCOSX wB97M-V def2-TZVPD def2/J DEFGRID3
* xyz 0 1
C 1.72 -3.62 1.95
C 1.10 -2.68 1.17
C 0.67 -2.97 -0.23
O 1.44 -3.39 -1.03
O -0.63 -2.77 -0.46
C -0.86 -1.98 -1.66
C -2.37 -1.79 -1.84
C -2.92 -1.12 -0.57
C -4.21 -0.32 -0.79
C -3.96 1.09 -1.37
C -2.98 1.95 -0.54
C -1.71 2.36 -1.23
C -1.27 1.98 -2.41
C 0.00 2.57 -2.93
O 0.22 2.80 -4.07
C 1.06 2.91 -1.89
C 2.48 2.78 -2.32
I 3.30 4.44 -3.35
C 3.15 1.67 -2.07
C 4.60 1.47 -2.52
I 2.09 0.13 -0.99
C 0.65 3.28 -0.70
I 2.05 3.75 0.82
C -0.85 3.35 -0.47
O -1.31 4.13 0.28
H 2.70 -4.04 1.74
H 1.20 -4.03 2.82
H 0.95 -1.69 1.61
H -0.45 -0.99 -1.47
H -0.37 -2.42 -2.53
H -2.48 -1.16 -2.74
H -2.81 -2.78 -2.02
H -3.15 -1.92 0.14
H -2.12 -0.52 -0.11
H -4.83 -0.86 -1.51
H -4.72 -0.21 0.16
H -4.93 1.59 -1.35
H -3.71 0.99 -2.43
H -3.50 2.88 -0.28
H -2.81 1.45 0.41
H -1.82 1.25 -3.00
H 5.09 0.81 -1.81
H 5.10 2.42 -2.67
H 4.55 0.93 -3.48
C 1.94 -7.53 0.40
C 2.36 -6.97 1.69
N 2.68 -6.53 2.68
H 1.85 -8.61 0.47
H 0.98 -7.11 0.11
H 2.68 -7.28 -0.37
C 6.58 5.61 -1.34
C 6.75 4.20 -0.93
N 6.88 3.12 -0.62
H 5.87 5.66 -2.16
H 6.21 6.19 -0.51
H 7.53 6.01 -1.67
C 0.48 -3.49 6.39
C 0.30 -2.70 5.17
N 0.15 -2.09 4.22
H 1.55 -3.62 6.59
H 0.03 -2.98 7.24
H 0.02 -4.47 6.28
C -8.48 2.90 -1.06
C -7.57 1.93 -0.44
N -6.86 1.18 0.03
H -8.61 2.66 -2.11
H -9.45 2.87 -0.56
H -8.06 3.90 -0.97
C -1.19 4.01 3.45
C -1.76 3.13 4.48
N -2.20 2.44 5.28
H -0.13 3.81 3.34
H -1.69 3.84 2.50
H -1.33 5.05 3.74
C 8.51 9.17 0.76
C 8.10 8.56 -0.51
N 7.78 8.09 -1.50
H 9.47 9.67 0.64
H 7.76 9.89 1.08
H 8.61 8.39 1.52
C -1.73 0.69 -6.23
C -2.57 -0.11 -5.33
N -3.22 -0.73 -4.63
H -1.51 0.12 -7.13
H -2.24 1.61 -6.50
H -0.79 0.94 -5.73
C 2.93 -5.42 9.33
C 2.13 -6.05 8.27
N 1.51 -6.54 7.45
H 2.52 -5.68 10.30
H 3.96 -5.76 9.26
H 2.90 -4.34 9.21
C -3.91 7.78 2.73
C -2.48 7.55 2.96
N -1.37 7.37 3.13
H -4.26 7.16 1.91
H -4.47 7.53 3.63
H -4.08 8.83 2.49
C 1.62 -1.44 -5.93
C 1.39 -0.62 -7.12
N 1.20 0.03 -8.04
H 2.69 -1.56 -5.77
H 1.18 -0.96 -5.06
H 1.17 -2.42 -6.06
C 2.38 -10.14 7.43
C 3.24 -11.15 8.06
N 3.91 -11.93 8.54
H 2.27 -10.35 6.37
H 1.39 -10.16 7.90
H 2.81 -9.15 7.56
C 5.05 -5.11 -2.23
C 4.26 -6.34 -2.30
N 3.64 -7.30 -2.36
H 4.99 -4.58 -3.18
H 4.64 -4.47 -1.44
H 6.09 -5.34 -2.01
C 6.50 -1.61 -3.72
C 5.71 -2.27 -4.76
N 5.09 -2.76 -5.58
H 6.13 -1.89 -2.73
H 7.54 -1.90 -3.81
H 6.41 -0.53 -3.83
C -7.74 5.85 -4.24
C -8.52 4.61 -4.23
N -9.12 3.64 -4.22
H -7.82 6.33 -5.22
H -8.11 6.53 -3.48
H -6.69 5.63 -4.04
C -9.29 -0.96 2.72
C -10.30 -0.16 2.01
N -11.08 0.46 1.46
H -9.40 -0.83 3.79
H -9.42 -2.01 2.47
H -8.29 -0.65 2.41
*
```

Summary:
**Orbital gap**: 6.735 eV
**Maximum force**: 0.04884 hartree/bohr
**Energy relative to the best compared isomer or geometry (same formula, charge and spin)**: 2.247 eV
**Energy**: -3882.485856 a.u.
**Lowest unoccupied orbital energy**: -1.094 eV

Atom charges from the Mulliken analysis, given in e for atoms 1 to 5: -0.888 0.139 0.400 -0.566 -0.359



4.
The following is a quantum chemistry calculation of a cluster of 2 separate species, C8H14NO3S in total in a non-equilibrium geometry, from the Open Molecules 2025 dataset.

ORCA input file:
```
! RIJCOSX wB97M-V def2-TZVPD def2/J DEFGRID3
* xyz 1 1
C 0.52 -0.20 -0.31
C -1.17 -0.92 0.67
C 3.89 1.08 0.80
C 4.45 -0.34 0.57
C 1.99 -0.12 0.00
C 0.16 -1.20 -1.37
C -4.35 -0.14 -0.15
C -3.38 -0.30 1.00
N 2.52 1.07 0.38
O 0.11 1.16 -0.44
O -1.25 -2.11 0.78
O -1.95 0.04 0.71
S 2.99 -1.45 0.16
H 4.06 1.37 1.97
H 4.61 1.70 0.19
H 5.21 -0.27 -0.21
H 4.84 -0.92 1.47
H 0.04 -2.16 -1.02
H 1.00 -1.35 -2.21
H -0.67 -0.98 -1.98
H -4.51 0.99 -0.39
H -3.79 -0.67 -0.95
H -5.24 -0.59 0.01
H -3.30 -1.25 1.35
H -3.54 0.52 1.68
H 2.01 1.87 0.70
H 0.04 1.24 -1.38
*
```

Summary:
**Orbital gap**: 8.101 eV
**Maximum force**: 0.11355 hartree/bohr
**Energy relative to the best compared isomer or geometry (same formula, charge and spin)**: 0.000 eV
**Energy**: -991.523505 a.u.
**Lowest unoccupied orbital energy**: -4.492 eV

Atom charges from the Mulliken analysis, given in e for atoms 1 to 5: 0.615 0.741 -0.555 -0.492 0.405



> Among the records above, which one has the lowest energy relative to the best compared isomer or geometry (same formula, charge and spin)?

C8H14NO3S